Entry from the OMol25 dataset: a 2-piece molecular cluster, C4H12N2 overall (the ωB97M-V functional and the def2-TZVPD basis).

The geometry in XYZ format:
```
18
Properties=species:S:1:pos:R:3:forces:R:3:nbo_charge:R:1
N -0.29127 -1.25953 1.46110 -0.46 -0.26 -0.20 -0.826
C 0.81170 2.07100 -0.21412 0.19 0.35 1.08 -0.532
H -0.69898 -2.46564 -0.25036 -0.17 0.16 -0.04 0.162
C -1.54374 -3.42558 1.47137 0.63 -0.23 -0.41 -0.618
N 0.91976 3.41167 -2.22672 -0.27 0.23 -0.20 -0.816
H -1.18319 -1.07235 1.90757 0.13 0.23 0.22 0.344
H 1.22511 4.23663 -1.73919 0.00 -0.07 0.15 0.378
H -1.12087 -3.98381 2.30420 -0.27 0.20 0.33 0.210
H -1.86766 -4.16742 0.74607 -0.21 -0.13 -0.01 0.212
H -2.40504 -2.82770 1.76013 -0.06 -0.03 0.16 0.199
H 0.84461 1.13049 0.31505 -0.19 -0.20 -0.46 0.203
H 1.28565 3.34850 -3.15895 -0.02 -0.02 -0.03 0.379
H 0.78683 1.34856 -2.16990 -0.08 0.14 0.05 0.185
H -0.23699 -0.54883 0.73814 0.19 -0.03 0.11 0.354
C 0.82116 2.22689 -1.52657 0.44 -0.58 -0.42 0.016
H 0.47160 -3.12891 0.81246 0.27 -0.02 0.21 0.178
H 0.89550 2.91353 0.46410 -0.04 0.20 -0.16 0.187
C -0.46216 -2.57441 0.81184 -0.10 0.08 -0.37 -0.215
```
Forces are in eV/Å.

Properties
E_HOMO   -8.32 eV
HOMO-LUMO gap   0.34431 Eh
SMILES string   C=CN.CCN
Energy relative to the best compared isomer or geometry (same formula, charge and spin)   28.5 kcal/mol